(1)
Below is a cluster of 8 separate species, C39H88F2N8O10S2 in total in a non-equilibrium geometry, with properties calculated with ωB97M-V with the def2-TZVPD basis set.

```
! wB97M-V def2-TZVPD RIJCOSX def2/J DEFGRID3
* xyz 4 1
S -10.014 -1.862 5.808
S -10.935 0.079 6.760
F -8.781 -2.241 4.851
F -10.448 1.576 7.243
O -11.056 -2.087 4.850
O -13.664 1.297 18.545
O -15.562 4.700 11.492
O -13.584 3.885 11.064
O -12.074 0.391 5.826
O -13.897 8.393 8.161
O -14.813 3.063 12.593
O -11.238 -0.650 8.023
O -15.761 7.123 18.069
O -9.751 -2.836 6.866
N -14.674 3.874 11.662
N -19.433 -0.280 9.650
N -12.854 7.943 7.342
N -10.204 -0.917 14.160
N -14.746 0.334 20.425
N -21.480 8.871 16.560
N -13.622 8.151 17.688
N -9.642 -0.227 6.056
C -14.788 7.719 18.542
C -14.693 8.160 19.959
C -9.255 -1.935 13.446
C -20.788 8.419 15.338
C -14.702 1.146 19.102
C -11.931 6.867 5.264
C -11.516 10.221 7.226
C -9.944 0.525 13.661
C -10.711 7.868 5.253
C -19.947 9.198 13.014
C -20.532 -1.273 10.015
C -11.620 -1.261 13.796
C -13.391 0.393 21.201
C -11.110 8.406 8.999
C -10.350 8.093 6.746
C -21.220 8.103 19.029
C -13.276 7.420 5.912
C -9.923 -1.162 15.673
C -8.520 -2.714 14.505
C -8.489 1.077 13.750
C -14.009 8.484 5.052
C -18.847 -0.724 8.278
C -20.690 9.537 14.272
C -11.497 8.725 7.526
C -21.131 3.223 8.528
C -19.837 -2.496 10.624
C -8.390 2.474 13.059
C -14.280 6.254 6.148
C -15.978 1.523 18.479
C -21.011 1.652 8.620
C -19.866 1.263 9.592
C -13.499 7.300 16.373
C -21.086 9.623 18.908
C -8.649 -1.914 15.790
C -18.480 -0.439 10.893
C -21.559 7.684 17.565
C -22.829 9.496 16.205
C -20.606 9.792 17.400
C -18.697 -1.867 11.382
H -10.604 1.079 14.328
H -13.372 9.356 4.898
H -19.779 8.098 15.596
H -7.794 -1.285 16.038
H -19.439 -3.230 9.924
H -23.385 9.454 17.142
H -19.067 -1.860 12.407
H -8.306 1.129 14.823
H -21.679 9.860 13.947
H -9.060 -3.660 14.557
H -14.424 5.681 5.232
H -10.367 0.511 12.657
H -20.594 10.802 16.991
H -17.486 -0.221 10.506
H -20.283 1.575 10.549
H -10.131 7.116 7.178
H -12.266 -0.532 14.284
H -20.159 10.385 14.703
H -19.782 10.111 12.441
H -20.920 1.240 7.615
H -9.832 -0.195 16.167
H -8.550 2.366 11.986
H -19.551 9.553 17.537
H -20.506 -3.027 11.302
H -7.656 0.447 13.438
H -12.380 10.570 7.791
H -21.049 -0.754 10.822
H -15.862 2.210 17.640
H -10.600 10.787 7.393
H -8.595 -1.384 12.776
H -20.255 7.674 19.299
H -14.361 9.199 19.961
H -14.138 7.939 4.117
H -18.965 1.875 9.571
H -13.204 1.432 21.471
H -13.116 6.326 16.678
H -16.589 0.661 18.211
H -14.951 8.807 5.495
H -18.191 -1.589 8.374
H -15.541 0.648 20.962
H -11.761 10.406 6.180
H -19.690 -0.983 7.637
H -21.912 1.234 9.069
H -9.873 -2.498 12.747
H -22.043 7.860 19.702
H -12.546 0.015 20.624
H -14.127 7.483 20.598
H -10.712 -1.825 16.029
H -12.747 8.013 18.173
H -22.575 7.297 17.649
H -11.811 8.854 9.703
H -10.194 8.967 9.183
H -9.226 3.068 13.429
H -16.582 2.096 19.182
H -22.630 10.481 15.785
H -15.703 8.071 20.359
H -12.178 6.718 4.213
H -18.677 0.285 11.684
H -21.654 3.568 7.636
H -18.238 0.077 7.858
H -20.351 9.819 19.689
H -11.781 5.862 5.658
H -17.735 -2.379 11.388
H -23.361 8.832 15.523
H -9.867 7.431 4.720
H -21.948 10.281 19.021
H -19.001 8.776 13.352
H -21.227 7.506 14.936
H -11.714 -2.276 14.183
H -10.882 7.352 9.158
H -20.951 6.846 17.224
H -14.493 7.106 15.969
H -13.821 5.632 6.916
H -15.013 -0.617 20.215
H -8.838 -2.566 16.643
H -12.957 7.772 15.553
H -21.249 -1.468 9.217
H -13.467 -0.198 22.114
H -11.620 -1.231 12.707
H -7.414 2.949 13.154
H -13.714 9.126 17.443
H -9.404 8.592 6.959
H -20.390 8.395 12.425
H -7.493 -2.921 14.202
H -10.972 8.712 4.614
H -21.726 3.599 9.360
H -15.276 6.544 6.484
H -20.140 3.676 8.559
*
```

Output
total energy = -101321.2062 eV
HOMO = -12.40 eV
frontier orbital gap = 2.45 eV



(2)
Below is a cluster of 8 separate species, C39H88F9N6O5PS in total in a non-equilibrium geometry, with properties calculated with ωB97M-V with the def2-TZVPD basis set.

```
! wB97M-V def2-TZVPD RIJCOSX def2/J DEFGRID3
* xyz 4 1
S 0.254 1.381 -1.356
P 0.789 -3.850 -2.834
F -1.309 0.527 0.521
F 0.773 0.564 1.135
F 0.000 -1.006 -0.142
F 0.735 -4.017 -1.227
F 0.876 -2.217 -2.619
F 0.812 -3.601 -4.436
F -0.811 -3.832 -2.905
F 2.452 -3.791 -2.846
F 0.924 -5.420 -2.977
O 0.682 2.690 -0.816
O -1.020 1.489 -2.016
O 3.063 2.482 -4.407
O 1.332 0.854 -2.175
O 4.542 -0.379 -2.874
N 4.401 -1.611 0.949
N -4.091 -2.733 4.281
N 3.988 -1.035 -5.024
N -0.209 5.127 2.310
N 2.551 3.639 -2.474
N -3.647 -1.209 -3.303
C -4.833 -2.219 -1.502
C 6.161 0.121 0.798
C -6.149 -2.728 5.536
C -2.229 -1.012 -3.853
C -4.376 -4.176 4.676
C -2.502 4.213 3.014
C 6.250 -0.074 -4.495
C -3.197 -2.121 5.301
C 3.482 -3.111 2.787
C -0.300 6.262 3.270
C 3.518 -2.247 -0.064
C -1.043 3.934 2.708
C -1.698 -3.473 1.306
C -3.919 -0.099 -2.279
C -2.112 -3.240 2.779
C -5.612 -4.166 5.579
C -0.054 0.284 0.136
C -4.611 -1.293 -4.393
C 4.646 -0.154 0.639
C -0.731 0.156 -5.481
C 6.790 -1.200 1.236
C -2.127 0.117 -4.859
C -3.235 2.879 3.230
C 4.924 -0.500 -3.984
C 0.187 7.495 2.551
C -5.456 -2.130 4.327
C 2.261 3.168 -3.887
C 2.492 -0.915 -4.753
C -0.113 7.188 1.068
C 0.855 3.417 -4.305
C -3.518 -2.718 2.885
C 3.855 3.154 -1.933
C 1.240 4.712 2.228
C -4.807 -0.717 -1.195
C -0.654 5.774 1.019
C 2.974 -3.111 4.217
C -3.658 -2.437 -2.462
C 3.783 -1.709 2.315
C 5.762 -2.270 0.873
H -5.737 -2.418 -2.078
H -2.985 4.713 2.173
H 6.943 0.003 -3.657
H -5.422 -1.047 4.224
H 6.979 -1.262 2.309
H 2.797 -4.128 4.556
H 6.285 0.890 1.557
H -6.386 -4.801 5.153
H -5.611 -1.502 -4.027
H -1.737 5.774 1.047
H 0.192 6.028 4.218
H 6.705 -0.703 -5.255
H -1.318 6.402 3.638
H 1.570 4.522 3.244
H -0.632 -3.641 1.268
H -4.427 -0.478 -0.201
H 7.734 -1.452 0.759
H 3.950 3.550 -0.929
H -4.306 0.704 -2.899
H 2.033 -1.679 -5.369
H -2.949 0.142 -1.860
H -1.341 -2.619 3.235
H -7.228 -2.736 5.407
H 6.605 0.465 -0.135
H 0.018 0.322 -4.693
H -0.285 5.197 0.175
H -4.811 -2.852 -0.622
H 4.221 -2.019 -5.237
H 3.598 -3.325 0.049
H 0.166 2.781 -3.742
H -5.788 -0.239 -1.225
H -3.210 2.253 2.339
H 3.855 2.066 -1.869
H 4.222 -0.582 -5.917
H 2.073 -2.514 4.350
H -5.992 -2.123 6.430
H -2.695 -2.535 -1.966
H 2.473 -1.976 0.059
H 4.288 0.067 -0.363
H -0.219 8.434 2.920
H -1.572 -0.840 -3.009
H 2.744 4.647 -2.534
H -4.235 -3.255 2.271
H -2.774 -0.024 -5.725
H -4.276 -2.004 -5.146
H 6.143 0.974 -4.803
H -5.350 -4.590 6.544
H -2.898 2.403 4.151
H 4.369 -3.753 2.778
H -2.018 -4.227 3.247
H 3.775 -2.711 4.842
H 2.829 -3.675 2.116
H -0.677 0.998 -6.166
H -0.557 3.568 3.613
H -5.984 -2.494 3.440
H 3.829 -1.997 -1.074
H 0.718 3.167 -5.356
H 5.885 -2.601 -0.156
H 4.631 3.407 -2.647
H 2.330 -0.921 -3.685
H -3.074 -1.072 5.032
H 0.558 4.464 -4.200
H -4.484 -4.802 3.792
H 2.844 -1.157 2.274
H -1.948 -2.610 0.680
H -3.467 -4.550 5.145
H -0.969 3.254 1.859
H 4.471 -1.229 3.013
H 1.749 3.484 -1.799
H -0.439 -0.795 -5.925
H 1.742 5.548 1.757
H 5.822 -3.131 1.528
H 1.257 7.665 2.698
H 2.217 0.058 -5.159
H 1.258 3.787 1.654
H -2.397 1.064 -4.389
H -2.228 -4.315 0.862
H -4.292 3.101 3.395
H -3.845 -3.343 -3.035
H -2.252 -2.648 5.289
H -0.750 7.947 0.619
H 4.122 0.470 1.357
H -3.532 -1.661 2.592
H -2.653 4.843 3.888
H -3.687 -2.201 6.266
H -2.089 -1.979 -4.339
H -4.635 -0.350 -4.934
H 0.822 7.294 0.514
*
```

Output
total energy = -105603.1917 eV
energy above the lowest of the compared OMol25 structures with the same formula, charge and spin = 0.0 kcal/mol
HOMO = -18.65 eV
frontier orbital gap = 10.78 eV



(3)
Below is a cluster of 7 separate species, C39H88N10O7 in total in a non-equilibrium geometry, with properties calculated with ωB97M-V with the def2-TZVPD basis set.

```
! wB97M-V def2-TZVPD RIJCOSX def2/J DEFGRID3
* xyz 0 1
O 13.832 10.530 11.718
O 20.497 14.493 12.385
O 15.929 15.279 13.419
O 9.407 19.706 11.536
O 14.220 16.116 7.580
O 15.500 18.552 10.099
O 16.674 20.503 11.667
N 13.079 17.158 5.923
N 16.633 21.945 11.780
N 13.132 11.471 10.881
N 19.980 15.772 12.252
N 9.821 18.343 11.691
N 14.731 16.558 10.816
N 17.927 15.216 14.621
N 15.862 17.906 12.209
N 13.997 18.409 7.829
N 15.947 14.255 15.477
C 12.173 10.696 10.077
C 15.143 11.674 9.157
C 19.061 17.408 10.720
C 10.624 18.503 9.406
C 14.995 12.975 11.340
C 15.908 21.923 14.265
C 19.026 21.984 12.788
C 20.636 18.154 12.361
C 16.600 14.920 14.394
C 14.308 21.847 12.386
C 17.835 23.996 11.767
C 12.833 9.613 9.272
C 22.464 16.415 12.028
C 11.382 16.711 10.985
C 14.180 12.350 10.204
C 9.993 18.022 13.143
C 8.546 17.973 13.712
C 13.800 17.206 7.103
C 15.675 22.391 12.808
C 15.639 23.932 12.851
C 10.434 16.492 13.239
C 13.310 13.443 9.443
C 11.005 18.217 10.893
C 19.374 15.908 10.899
C 17.102 24.490 12.978
C 12.185 19.162 11.268
C 21.045 16.697 12.670
C 12.366 12.766 8.473
C 10.934 18.886 13.954
C 18.598 22.100 10.375
C 15.362 17.710 10.977
C 20.291 15.361 9.749
C 11.668 16.292 12.410
C 20.142 18.381 10.934
C 18.035 15.183 10.830
C 11.070 10.072 10.994
C 18.011 22.479 11.733
C 21.265 16.577 14.161
C 11.469 11.728 9.183
H 11.668 13.544 8.097
H 18.192 17.601 11.326
H 17.126 25.585 13.071
H 22.446 16.222 10.959
H 10.909 11.088 8.453
H 12.987 12.422 7.639
H 13.970 14.146 8.927
H 14.755 15.888 11.556
H 17.649 24.105 13.810
H 16.176 20.275 10.890
H 8.056 18.948 13.730
H 20.063 22.164 12.420
H 20.962 14.631 10.154
H 9.662 15.774 12.918
H 16.825 22.246 14.758
H 13.270 16.187 5.652
H 13.393 8.875 9.920
H 10.606 19.931 14.041
H 16.005 20.835 14.283
H 14.614 16.198 9.865
H 14.980 24.223 13.670
H 10.586 10.881 11.591
H 12.807 14.036 10.201
H 19.578 22.516 10.293
H 19.710 13.966 12.601
H 15.978 12.421 8.973
H 14.590 10.150 11.277
H 14.348 13.632 11.970
H 17.487 15.500 9.905
H 10.578 16.367 14.278
H 13.895 19.307 7.324
H 7.796 17.370 13.191
H 16.151 17.069 12.706
H 8.530 17.611 14.780
H 18.176 14.093 10.693
H 22.141 17.051 14.559
H 18.925 22.411 13.808
H 14.625 18.423 8.677
H 12.256 16.529 10.327
H 18.418 15.151 15.491
H 19.792 14.903 8.876
H 21.445 18.823 12.677
H 18.655 17.452 9.708
H 13.222 17.927 5.260
H 20.989 16.158 9.432
H 13.502 22.408 12.949
H 20.454 17.014 14.764
H 15.739 13.614 10.844
H 10.693 12.168 9.804
H 11.887 20.166 11.625
H 14.157 21.921 11.296
H 8.779 19.650 10.819
H 14.239 20.764 12.757
H 17.297 24.115 10.861
H 14.975 22.113 14.821
H 17.533 15.340 11.786
H 16.510 13.458 15.870
H 10.615 15.994 10.608
H 15.034 13.914 15.099
H 10.242 19.522 9.210
H 12.783 19.270 10.343
H 15.506 12.238 11.962
H 10.254 9.587 10.433
H 11.536 18.425 8.765
H 19.811 18.335 13.036
H 23.203 17.247 12.185
H 16.368 18.796 12.386
H 22.782 15.528 12.570
H 12.116 15.276 12.402
H 19.905 19.394 10.665
H 12.083 8.951 8.822
H 13.462 9.868 8.421
H 20.983 18.095 10.309
H 10.669 18.529 14.963
H 11.965 18.634 13.698
H 18.509 15.754 14.007
H 15.642 10.779 9.363
H 18.804 21.054 10.240
H 12.937 18.750 11.932
H 11.619 9.427 11.632
H 18.040 22.523 9.485
H 21.311 15.514 14.368
H 18.808 24.480 11.657
H 12.441 16.935 12.768
H 15.215 24.276 11.875
H 18.826 20.914 12.929
H 14.663 11.618 8.177
H 9.839 17.792 9.162
*
```

Output
SMILES string = CC1(C)CCCC(C)(C)N1O.CC1(C)CCCC(C)(C)N1O.CC1(C)CCCC(C)(C)N1O.CC1(C)CCCC(C)(C)N1O.NC(N)=O.NC(N)=O.NC(N)=O
total energy = -71101.6880 eV
energy above the lowest of the compared OMol25 structures with the same formula, charge and spin = 35.1 kcal/mol
HOMO = -8.26 eV
frontier orbital gap = 8.57 eV